1.
55
Properties=species:S:1:pos:R:3:lowdin_charge:R:1 method="wB97M-V/def2-TZVPD" smiles="C#C[C@]1(Br)OC(=O)O[C@@]1(C)P(O)O.O=C1CCCO1.O=C1CCCO1.O=C1CCCO1" fmax_ha_per_bohr=0.053 gap_ev=8.912
Br -1.26 -2.12 -3.57 0.8240
P -3.01 -3.87 -0.82 0.9364
O -4.14 -1.85 -2.54 -0.0373
O 4.92 -0.13 1.88 0.0191
O -4.24 -0.24 -4.22 0.1669
O 5.56 0.73 7.04 0.0270
O -2.68 -0.09 -2.46 -0.0248
O -1.39 -4.30 -0.72 -0.2978
O -6.76 5.61 -3.39 0.1163
O 2.71 0.24 1.64 0.1025
O -3.71 -4.89 -1.97 -0.2935
O -5.59 3.77 -2.78 0.0303
O 7.35 -0.65 7.20 0.1168
C 4.23 0.61 6.51 -0.1611
C -6.21 4.59 -3.68 -0.4838
C 6.09 0.05 1.06 -0.1543
C 0.29 -0.97 -0.43 0.1369
C -6.06 4.03 -5.07 -0.0810
C 3.82 0.22 1.17 -0.4772
C -2.01 -1.23 -1.92 -0.6732
C -4.10 -1.43 -0.18 -0.0514
C 5.59 0.02 -0.37 -0.1584
C -4.95 2.69 -3.48 -0.1687
C -3.75 -0.68 -3.22 -0.5190
C 4.20 0.61 -0.23 -0.0788
C -5.67 2.59 -4.81 -0.1693
C 6.24 -0.43 6.80 -0.4832
C 4.30 -0.47 5.46 -0.1617
C -3.24 -2.06 -1.40 -0.5227
C -0.82 -0.97 -0.94 -0.0730
C 5.38 -1.39 6.02 -0.0794
H -7.00 4.10 -5.62 0.1270
H 3.50 0.18 -0.96 0.1201
H 5.51 -1.02 -0.71 0.1231
H 6.81 -0.74 1.26 0.1289
H -6.57 1.98 -4.69 0.1241
H -5.17 -1.28 -0.52 0.1032
H -3.89 2.94 -3.60 0.1339
H 3.55 0.35 7.33 0.1268
H -1.09 -4.75 -1.56 0.0621
H -5.03 1.78 -2.90 0.1079
H -4.14 -2.21 0.65 0.0478
H 4.21 1.70 -0.31 0.1388
H -3.61 -0.50 0.22 0.0969
H -5.06 2.15 -5.59 0.1158
H 1.31 -0.58 -0.08 0.0549
H -5.28 4.58 -5.59 0.1329
H 6.54 1.01 1.32 0.1312
H 5.95 -1.87 5.23 0.1256
H 4.96 -2.14 6.70 0.1330
H 6.23 0.56 -1.06 0.1209
H 4.64 -0.05 4.51 0.1035
H -4.69 -4.79 -1.98 0.0668
H 3.92 1.57 6.09 0.1260
H 3.35 -0.97 5.29 0.1223

2.
12
Properties=species:S:1:pos:R:3:lowdin_charge:R:1 method="wB97M-V/def2-TZVPD" fmax_ha_per_bohr=0.012 gap_ev=8.949
N -0.21 -1.03 -0.15 0.0594
N 1.84 0.11 0.09 0.1554
C -1.42 -0.63 -0.15 -0.1240
C -0.32 1.34 -0.11 -0.0220
C -1.57 0.84 -0.10 -0.0450
C 0.59 0.16 -0.08 -0.4324
H 2.11 -2.01 0.34 0.0134
H -2.25 -1.34 -0.20 0.1121
H 1.46 -2.35 0.27 0.0127
H -2.51 1.38 -0.06 0.0989
H 2.27 1.03 0.13 0.0664
H 0.01 2.36 -0.10 0.1052

3.
17
Properties=species:S:1:pos:R:3:lowdin_charge:R:1 method="wB97M-V/def2-TZVPD" smiles="C=C/C=C/O.O.O" fmax_ha_per_bohr=0.063 gap_ev=8.756
O 0.92 0.87 1.75 -0.0782
O 0.59 -2.27 -0.70 -0.0526
O 0.58 -1.94 1.89 -0.0678
C -1.57 1.60 -0.99 0.0017
C -0.05 -1.09 -0.85 -0.2071
C 0.40 0.11 -1.39 -0.1058
C -0.33 1.36 -1.41 -0.2371
H 0.26 2.12 -1.81 0.0704
H 0.43 0.87 0.92 0.0041
H -2.10 0.76 -0.50 0.0609
H 0.81 -0.96 2.01 0.0631
H 1.30 0.16 -2.07 0.1233
H 0.17 -2.12 2.73 0.0600
H 1.24 1.81 1.84 0.0983
H -2.20 2.45 -1.22 0.0501
H 0.60 -2.53 0.33 0.1194
H -1.04 -1.17 -0.51 0.0973

4.
12
Properties=species:S:1:pos:R:3:lowdin_charge:R:1 method="wB97M-V/def2-TZVPD" smiles="Cn1oc(Cl)cc1=S" fmax_ha_per_bohr=0.043 gap_ev=8.909
Cl 1.86 2.41 -1.60 0.7475
S -2.28 -1.12 -0.72 0.5984
O 1.11 0.67 0.12 0.0220
N 0.07 -0.22 0.39 -0.1456
C 0.15 -0.94 1.64 -0.0020
C -0.35 0.71 -1.53 -0.0805
C 0.81 1.15 -1.07 -0.7304
C -0.87 -0.26 -0.60 -0.8053
H -0.77 -1.53 1.69 0.0675
H 1.04 -1.60 1.58 0.1087
H 0.10 -0.21 2.50 0.1151
H -0.86 0.95 -2.41 0.1047

5.
10
Properties=species:S:1:pos:R:3:lowdin_charge:R:1 method="wB97M-V/def2-TZVPD" fmax_ha_per_bohr=0.014 gap_ev=9.229
O 0.86 1.16 0.26 -0.0553
N -0.24 1.53 1.09 0.0953
C -0.94 0.48 1.29 -0.1412
C -0.43 -0.77 0.71 -0.0926
C 0.16 -0.56 -1.70 0.1803
C -0.55 -0.81 -0.69 -0.0867
C 0.79 -0.17 0.00 -0.2679
H 1.74 -0.71 -0.02 0.1612
H 0.60 -0.60 -2.67 0.0904
H -1.82 0.58 1.92 0.1165

6.
16
Properties=species:S:1:pos:R:3:lowdin_charge:R:1 method="wB97M-V/def2-TZVPD" smiles="Cc1nc([P@@](=O)([O-])O)c[nH]1" fmax_ha_per_bohr=0.143 gap_ev=6.934 charge=-1
P 2.61 -0.08 -0.08 0.1973
O 2.91 1.34 0.77 -0.2157
O 3.16 -0.15 -1.45 -0.3723
O 3.01 -1.07 0.94 -0.3936
N -1.27 -1.17 -0.40 0.0033
N -0.20 0.87 -0.07 0.0455
C -1.40 0.24 -0.21 -0.3588
C -2.73 0.99 0.14 -0.0654
C -0.01 -1.51 -0.52 -0.0271
C 0.79 0.03 -0.17 -0.2095
H 3.43 1.12 1.51 0.0022
H -2.36 2.08 0.14 0.0901
H 0.49 -2.42 -0.77 0.0726
H -2.94 0.97 1.21 0.0423
H -1.89 -1.93 -0.65 0.1472
H -3.61 0.68 -0.39 0.0417

7.
75
Properties=species:S:1:pos:R:3:lowdin_charge:R:1 method="wB97M-V/def2-TZVPD" multiplicity=2 s2=0.7624 fmax_ha_per_bohr=0.011 gap_ev="8.535 / 8.469" charge=+1
Co 0.23 -0.50 -0.68 0.4567
S -0.99 1.05 1.92 0.6692
O 2.10 -1.83 -1.48 -0.1104
N -4.49 -0.21 3.09 0.1294
N -3.47 0.14 1.17 -0.0894
N 3.61 0.23 1.68 0.0969
N -3.21 0.25 -0.19 0.1358
N 1.76 0.26 0.59 -0.0359
N 3.14 1.48 1.69 -0.0764
N -0.09 -2.10 0.44 0.0361
N -3.23 0.30 3.27 0.0288
N 0.27 1.12 -1.87 0.0337
N 2.79 -0.49 1.02 0.0217
C 1.86 3.96 3.22 -0.0688
C -0.22 3.30 -3.52 -0.0386
C 0.92 1.23 -3.05 -0.2574
C -0.57 -4.50 1.73 -0.0411
C -2.30 -1.78 -3.91 -0.0782
C 3.04 3.08 3.61 -0.4050
C -4.61 -0.31 1.80 -0.3297
C -2.51 -3.11 -3.54 -0.0814
C -0.99 -1.37 -1.89 -0.1456
C -1.56 -0.94 -3.09 -0.1062
C 0.29 -2.28 1.70 -0.1252
C 2.00 1.49 1.00 -0.1658
C -1.26 -2.70 -1.53 -0.1936
C 3.10 0.00 -2.60 -0.1530
C -0.61 2.07 -1.53 -0.1296
C -2.57 0.52 2.13 -0.7569
C -1.00 -4.31 0.43 0.0040
C 0.07 -3.46 2.39 -0.0410
C 0.68 2.32 -3.89 -0.0028
C -5.80 -0.82 1.08 0.0024
C 3.83 2.54 2.42 -0.0934
C -1.99 -3.57 -2.34 -0.0329
C 2.60 1.95 4.54 -0.0639
C -0.76 -3.09 -0.20 -0.1993
C -0.88 3.17 -2.31 -0.0401
C 3.31 -1.43 -2.14 -0.2261
C 1.84 0.14 -3.48 -0.1119
H 0.40 -3.55 3.42 0.1110
H 1.38 2.34 0.83 0.1160
H -3.09 -0.66 -0.63 0.0921
H 3.51 -2.10 -2.98 0.1265
H 1.27 -0.79 -3.45 0.1130
H 4.15 -1.48 -1.44 0.1185
H 2.17 2.36 5.46 0.0857
H 4.75 2.08 2.76 0.1295
H -3.08 -3.77 -4.18 0.1046
H 1.46 4.47 4.10 0.0869
H -1.52 -5.09 -0.09 0.1093
H 4.08 3.33 1.71 0.1322
H 1.03 3.38 2.81 0.0434
H 1.83 1.33 4.07 0.0667
H 2.14 4.73 2.49 0.0835
H -0.41 4.14 -4.17 0.1165
H 2.27 -2.60 -0.93 0.1014
H -1.61 3.90 -1.97 0.1121
H -1.42 0.09 -3.43 0.0890
H -3.94 0.79 -0.65 0.1133
H -5.56 -1.74 0.55 0.0897
H 3.43 1.31 4.82 0.0838
H 3.00 0.63 -1.72 0.0926
H -2.87 0.46 4.20 0.1552
H -2.17 -4.59 -2.05 0.1034
H 3.76 3.71 4.15 0.1398
H -1.10 1.92 -0.58 0.0347
H -0.75 -5.44 2.23 0.1161
H -2.71 -1.41 -4.84 0.1045
H 3.98 0.34 -3.14 0.1221
H 1.21 2.38 -4.83 0.1201
H 0.78 -1.45 2.18 0.0749
H 2.13 0.31 -4.52 0.1216
H -6.59 -1.02 1.80 0.0907
H -6.16 -0.09 0.35 0.0845